DFT (wB97M-V/def2-TZVPD) results for C56H48N3O3P2S2Tl as an isolated structure.

The geometry in ORCA input format:
```
! RIJCOSX wB97M-V def2-TZVPD def2/J DEFGRID3
* xyz 0 1
Tl 0.6313 0.4877 0.8228
O 0.7254 -4.1401 -0.6681
S 1.0027 -2.7082 -1.0611
C 2.8284 -2.5363 -0.7234
C 3.8085 -2.4799 -1.7116
C 5.1561 -2.6473 -1.3926
C 5.5479 -2.9720 -0.0973
C 4.5828 -2.8880 0.8977
C 3.2240 -2.6909 0.6045
P 1.9782 -2.4415 1.9161
C 2.0530 -3.9403 2.9346
C 2.9933 -4.2225 3.9117
C 2.9882 -5.4554 4.5536
C 1.9741 -6.3728 4.2467
C 1.0633 -6.1312 3.2654
C 1.1059 -4.9045 2.5657
C 2.8873 -1.2097 2.9740
C 2.5038 -1.0296 4.3089
C 2.9686 0.0326 5.0508
C 3.8788 0.9266 4.4914
C 4.2973 0.7285 3.1719
C 3.7746 -0.3115 2.4160
C 0.9979 -2.6604 -2.8626
C 1.6085 -3.7223 -3.5333
C 1.7120 -3.7363 -4.9157
C 1.1681 -2.6544 -5.6424
C 0.5267 -1.6346 -4.9760
C 0.4388 -1.6016 -3.5627
P -0.5267 -0.3452 -2.5962
C -2.2656 -0.7746 -3.0391
C -2.5524 -2.0404 -3.5649
C -3.8559 -2.3861 -3.8707
C -4.8779 -1.4719 -3.6109
C -4.6135 -0.2452 -3.0409
C -3.3118 0.1030 -2.7325
C -0.2407 1.2711 -3.4636
C 0.7917 2.0846 -2.9981
C 1.0323 3.3520 -3.5583
C 0.2048 3.8603 -4.5250
C -0.8023 3.0277 -5.0054
C -1.0547 1.7741 -4.4981
H 3.5578 -2.2069 -2.7201
H 5.9213 -2.4865 -2.1687
H 6.5873 -3.1864 0.1936
H 4.8650 -3.0144 1.9458
H 3.7248 -3.4877 4.1654
H 3.7505 -5.6782 5.3052
H 1.9228 -7.3072 4.7979
H 0.3454 -6.8640 2.9911
H 0.3749 -4.6608 1.7803
H 1.7992 -1.6975 4.8098
H 2.6113 0.1764 6.0756
H 4.2513 1.7281 5.1128
H 5.0310 1.3792 2.7113
H 4.0907 -0.3617 1.3641
H 2.0765 -4.5233 -2.9358
H 2.2333 -4.5407 -5.4024
H 1.1712 -2.6779 -6.7442
H 0.0756 -0.8353 -5.5290
H -1.7272 -2.7309 -3.7522
H -4.0668 -3.3992 -4.1926
H -5.9108 -1.8228 -3.7994
H -5.3808 0.5134 -2.8507
H -3.0817 1.0616 -2.2773
H 1.4090 1.7674 -2.1670
H 1.8304 3.9402 -3.1498
H 0.4041 4.8336 -4.9611
H -1.4383 3.4072 -5.8108
H -1.9443 1.2168 -4.8832
O -0.3072 1.2480 5.1906
C -0.0389 1.3505 3.9963
N -0.2129 0.4285 3.0520
C -0.8566 -0.7414 3.5756
C -1.5152 -1.5914 2.5465
C -1.9728 -2.8304 2.9043
C -2.5621 -3.6930 1.9740
C -2.7327 -3.1962 0.6896
C -2.2679 -1.9318 0.3708
N -1.6457 -1.1327 1.2564
C 0.6392 2.6303 3.5149
C 0.7294 3.7497 4.3835
C 1.4550 4.8311 3.9444
C 2.0779 4.8205 2.6906
C 1.8920 3.7090 1.9113
N 1.1820 2.6535 2.3019
H -0.1269 -1.3974 4.0739
H -1.6262 -0.4456 4.3172
H -1.8316 -3.0942 3.9403
H -2.9015 -4.6993 2.2916
H -3.1665 -3.8085 -0.1195
H -2.3058 -1.5698 -0.6541
H 0.2762 3.7434 5.3672
H 1.5391 5.6991 4.5797
H 2.6913 5.6689 2.4111
H 2.3652 3.6248 0.9352
C -4.7336 6.7914 -3.1396
C -3.9673 5.8517 -2.2332
C -3.2298 4.7552 -2.6782
C -2.5320 3.9519 -1.7861
C -2.6853 4.2243 -0.4269
C -3.4221 5.3198 0.0491
C -4.0318 6.1379 -0.8697
S -1.9456 3.2112 0.8775
C -3.1239 1.8513 0.8840
O -2.1096 3.9817 2.1512
H -4.1117 7.1552 -3.9668
H -5.1026 7.6284 -2.5765
H -5.5533 6.2684 -3.6070
H -3.2096 4.5351 -3.7549
H -1.8452 3.1895 -2.1238
H -3.3925 5.5423 1.1156
H -4.5679 7.0225 -0.5807
H -4.1399 2.2823 0.9166
H -2.9026 1.3047 1.8136
H -3.0069 1.1338 0.1008
*
```

Properties
* E_tot: -4204.29462 hartree
* lowest unoccupied orbital energy: 0.3 eV
* frontier orbital gap: 0.2894 hartree
* E_HOMO: -0.27916 Eh

---

DFT (wB97M-V/def2-TZVPD) results for C56H49N4O3PRb as an isolated structure.

The geometry in ORCA input format:
```
! RIJCOSX wB97M-V def2-TZVPD def2/J DEFGRID3
* xyz -1 1
Rb 0.7788 0.0219 0.0535
O -1.7253 -0.2906 -0.4004
C -2.8258 -0.2667 0.3899
C -2.4619 0.1279 1.8666
C -1.7295 -0.9277 2.6475
C -2.3999 -1.7096 3.5866
C -1.6770 -2.6228 4.3288
C -0.3090 -2.7184 4.1316
C 0.2910 -1.9250 3.1614
C 1.7857 -1.9041 2.9763
C 2.4072 -0.4676 3.2107
O 2.2835 0.2999 2.1147
C 3.9016 -0.5484 3.6414
C 4.5933 -1.6731 4.0767
C 5.9236 -1.5905 4.4885
C 6.5774 -0.3706 4.5042
C 5.8922 0.7655 4.0789
C 4.5864 0.6698 3.6354
C 1.6913 0.1358 4.4560
C 1.7461 -0.4503 5.7181
C 1.0758 0.1098 6.7957
C 0.3388 1.2761 6.6265
C 0.2835 1.8693 5.3726
C 0.9563 1.3011 4.2978
N -0.4230 -1.0674 2.4224
C -3.5123 -1.6496 0.4842
C -4.7626 -1.8328 1.0709
C -5.3127 -3.1000 1.1989
C -4.6160 -4.2112 0.7375
C -3.3737 -4.0361 0.1443
C -2.8297 -2.7635 0.0182
C -3.8609 0.7508 -0.1496
C -4.6244 0.4086 -1.2657
C -5.4943 1.3111 -1.8538
C -5.6394 2.5898 -1.3257
C -4.9005 2.9421 -0.2087
C -4.0180 2.0327 0.3667
H -3.3613 0.3979 2.4291
H -1.8212 1.0110 1.8058
H -3.4662 -1.5895 3.7258
H -2.1685 -3.2390 5.0725
H 0.2975 -3.3867 4.7302
H 2.0391 -2.1686 1.9455
H 2.2291 -2.6540 3.6330
H 4.1127 -2.6427 4.0965
H 6.4403 -2.4878 4.8102
H 7.6027 -0.3009 4.8484
H 6.3873 1.7321 4.0967
H 4.0427 1.5332 3.2698
H 2.3266 -1.3563 5.8646
H 1.1281 -0.3638 7.7696
H -0.1876 1.7158 7.4653
H -0.2919 2.7774 5.2295
H 0.9302 1.7253 3.3013
H -5.3183 -0.9693 1.4242
H -6.2880 -3.2221 1.6565
H -5.0411 -5.2030 0.8377
H -2.8237 -4.8957 -0.2229
H -1.8673 -2.5898 -0.4471
H -4.5201 -0.5881 -1.6757
H -6.0682 1.0163 -2.7258
H -6.3229 3.2976 -1.7793
H -5.0020 3.9349 0.2158
H -3.4470 2.3419 1.2340
O 4.2395 -0.0397 -2.9738
N 2.9778 0.2264 -3.4451
C 2.9300 0.0453 -4.6986
C 1.7402 0.2151 -5.5529
C 2.0241 0.1625 -6.9241
C 1.0369 0.2765 -7.8827
C -0.2784 0.4372 -7.4754
C -0.5704 0.4780 -6.1230
C 0.4099 0.3762 -5.1323
P -0.1173 0.4005 -3.3394
C -1.5941 -0.6747 -3.5277
C -2.8830 -0.2291 -3.7921
C -3.9197 -1.1352 -3.9697
C -3.6817 -2.4977 -3.8700
C -2.4003 -2.9512 -3.5860
C -1.3675 -2.0443 -3.4111
C -0.8194 2.0958 -3.2054
C -0.7995 3.0482 -4.2231
C -1.2680 4.3379 -4.0036
C -1.7648 4.6950 -2.7610
C -1.7781 3.7580 -1.7363
C -1.3028 2.4722 -1.9456
H 4.1598 0.0143 -1.9892
H 3.8435 -0.2663 -5.2074
H 3.0542 0.0244 -7.2317
H 1.2914 0.2318 -8.9343
H -1.0777 0.5214 -8.2011
H -1.6031 0.5888 -5.8252
H -3.0869 0.8358 -3.8274
H -4.9225 -0.7707 -4.1618
H -4.4953 -3.2029 -3.9878
H -2.2103 -4.0122 -3.4791
H -0.3725 -2.4020 -3.1673
H -0.4076 2.7963 -5.1986
H -1.2403 5.0615 -4.8095
H -2.1324 5.6991 -2.5866
H -2.1633 4.0260 -0.7621
H -1.3181 1.7513 -1.1263
C 4.5856 2.5890 -0.2653
C 5.0607 1.2273 0.1006
N 4.5260 0.1003 -0.3022
C 5.2596 -0.9060 0.2889
C 6.2373 -0.3769 1.0639
N 6.1104 0.9869 0.9231
H 3.4975 2.5917 -0.2887
H 4.9490 2.8830 -1.2520
H 4.9131 3.3311 0.4632
H 5.0056 -1.9445 0.1574
H 6.9472 -0.8249 1.7359
H 6.6178 1.6816 1.4391
*
```

Properties
* E_tot: -2973.61092 hartree
* lowest unoccupied orbital energy: 2.1 eV
* frontier orbital gap: 0.2485 hartree
* E_HOMO: -0.17208 Eh